The following is a DFT calculation (the ωB97M-V functional and the def2-TZVPD basis) of a molecular structure, C23H21IN5O2PPb in a non-equilibrium geometry.

Structure (ORCA input):
```
! wB97M-V def2-TZVPD RIJCOSX def2/J DEFGRID3
* xyz 4 1
C -2.01578 -2.65206 -2.77714
H -3.03136 3.69379 -2.66393
O -3.36074 -1.01232 0.57324
H 0.52669 -2.35796 4.74651
H -0.27800 -0.51386 5.99101
C -1.36989 2.04464 3.95980
C -0.38052 -3.89560 -1.52051
H 4.94782 0.93835 -0.43994
C 1.24478 -1.95307 2.79957
H -1.76079 3.04469 4.10052
H -2.41569 2.54545 -3.65682
C -1.42101 -3.86278 -2.44274
H 1.92314 -1.27023 0.86665
H -2.78731 -2.61783 -3.53537
C 0.03785 -2.73161 -0.89142
N 0.73584 2.91527 -1.06754
H 0.93534 -0.22671 -3.09720
N -2.33093 -0.55530 0.94803
C 0.21899 -0.17171 1.38299
H -2.01520 -0.54677 -2.49545
C -0.94053 1.32684 5.14690
C -0.42980 2.39964 -1.43211
C -0.37742 -0.59956 3.86108
H 1.97849 -2.75106 2.81216
H 2.80152 0.76123 0.68393
H 0.85940 -2.79451 -0.18887
H 1.42946 2.36417 -0.58062
C 0.42886 -1.76578 3.84345
C -1.42789 1.43540 2.77419
Pb -3.51257 1.06115 -1.20033
H 0.11649 -4.83028 -1.29757
C -1.59318 -1.48962 -2.15482
C 1.80241 0.04217 -2.50348
C -0.58681 -1.51996 -1.18610
H -1.76064 -4.77731 -2.91095
N -2.45421 2.85014 -2.67943
C 4.16652 0.48373 -2.38954
O -2.01709 -0.85670 2.22758
H -0.97165 1.84393 6.10131
C -0.86388 0.02121 2.53104
H 3.09809 0.05520 -4.20496
N -0.92138 1.20643 -1.06552
H -0.79555 4.08304 -2.56286
C 1.70408 0.19923 -1.11287
H 5.12770 0.56421 -2.88034
P 0.03805 -0.01310 -0.46193
C 3.02688 0.18849 -3.13351
I -2.73755 2.52253 1.51197
C 2.84480 0.54868 -0.37750
N -1.17065 3.20024 -2.23852
C 4.06980 0.67845 -1.01646
C 1.18096 -1.07926 1.62843
H 1.04950 3.81178 -1.41420
C -0.56544 0.01489 5.09018
*
```

**LUMO**: -14.658 eV
**Calculated total energy**: -2143.5133 hartree
**Frontier orbital gap**: 5.470 eV
**Energy above the lowest of the compared OMol25 structures with the same formula, charge and spin**: 1.236 eV